Entry from OMol25: C3H2N2O2 in the gas phase at a distorted geometry (the ωB97M-V functional and the def2-TZVPD basis).

Calculated values
Energy relative to the best compared isomer or geometry (same formula, charge and spin)   3.111 eV
Orbital gap   10.0 eV
Max |F|   7.0 eV Å⁻¹
Electronic energy   -10215.0786 eV
SMILES   O=c1cnocn1
HOMO energy   -0.3720 Ha

Geometry as ORCA input:
```
! wB97M-V def2-TZVPD RIJCOSX def2/J DEFGRID3
* xyz 0 1
C -1.208 -0.026 0.086
C -0.256 1.089 0.011
C 0.796 -1.128 -0.085
H -0.777 2.127 0.063
H 1.635 -1.828 -0.158
N 1.028 1.058 0.037
N -0.455 -1.249 0.157
O -2.393 -0.021 -0.093
O 1.630 -0.023 -0.018
*
```

Atom charges from the natural (NBO) analysis, given in e for atoms 1 to 6: 0.5829 -0.1175 0.3851 0.2225 0.1940 -0.0373